Below is a 6-piece molecular cluster, C41H87NO11PSi overall, with properties calculated with ωB97M-V/def2-TZVPD.

Values from the calculation:
Gap between HOMO and LUMO (eV): 5.23
HOMO energy (eV): -3.34
Total charge: -1
Largest force on an atom (eV Å⁻¹): 2.0

Bonds (Å) are listed after each position.
Atoms and positions in Å:
1 P 1.47 2.06 2.41  Si2 2.323, C29 1.948, C46 1.990, C49 1.936, C53 1.945, H87 1.477
2 Si 0.91 3.07 0.39  P1 2.323, C20 1.896, C44 1.905, C45 1.904
3 O -5.20 2.78 3.00  C22 1.201
4 O -7.57 2.50 -9.26  C54 1.202
5 O 9.14 -8.34 0.52  C28 1.199
6 O 10.18 -6.41 0.55  C28 1.348, C51 1.431
7 O -0.77 4.41 -3.45  C15 1.349, C52 1.428
8 O -5.91 4.02 -3.27  C38 1.206
9 O -5.76 2.55 5.11  C22 1.354, C31 1.430
10 O -7.52 2.92 -7.11  C26 1.439, C54 1.341
11 O -1.62 2.39 -3.36  C15 1.198
12 O -6.56 4.05 -1.19  C38 1.347, C42 1.438
13 O 5.60 1.37 1.97  C35 1.446, H81 0.962
14 N 0.49 1.12 4.89  C49 1.489, H63 1.013, H116 1.011
15 C -1.12 3.24 -4.03  O7 1.349, O11 1.198, C36 1.512
16 C 9.51 -7.38 -1.62  C28 1.512, H57 1.087, H112 1.087, H132 1.090
17 C 9.99 -4.25 -0.57  C51 1.514, H83 1.090, H126 1.089, H140 1.090
18 C 0.31 -5.30 1.97  C37 1.547, C55 1.545, H97 1.096, H110 1.095
19 C -5.88 5.01 0.97  C42 1.508, H96 1.086, H115 1.092, H123 1.090
20 C 1.58 4.82 0.12  Si2 1.896, H56 1.093, H71 1.100, H117 1.093
21 C 5.12 -7.56 -1.84  C41 1.544, H77 1.094, H88 1.091, H134 1.090
22 C -4.83 2.58 4.13  O3 1.201, O9 1.354, C47 1.504
23 C 3.11 4.64 3.28  C46 1.197, H142 1.072
24 C 0.28 -2.08 1.59  C30 1.538, C34 1.553, H61 1.093, H130 1.096
25 C 4.35 -7.71 0.63  C32 1.533, C41 1.532, H64 1.097, H128 1.097
26 C -7.66 3.83 -6.00  O10 1.439, C43 1.513, H135 1.090, H138 1.086
27 C -0.85 6.34 -4.94  C52 1.515, H92 1.091, H98 1.090, H120 1.090
28 C 9.61 -7.43 -0.11  O5 1.199, O6 1.348, C16 1.512
29 C 0.44 0.48 1.90  P1 1.948, C34 1.532, H111 1.098, H137 1.098
30 C -0.64 -2.97 2.44  C24 1.538, C37 1.533, H82 1.098, H100 1.097
31 C -5.44 2.15 6.44  O9 1.430, C48 1.515, H65 1.090, H86 1.089
32 C 2.85 -7.61 0.31  C25 1.533, C50 1.535, H74 1.096, H95 1.095
33 C 0.47 -7.79 1.29  C50 1.546, C55 1.539, H70 1.097, H78 1.093
34 C 0.92 -0.90 2.36  C24 1.553, C29 1.532, H68 1.097, H89 1.094
35 C 4.32 1.20 2.62  O13 1.446, C53 1.521, H93 1.088, H107 1.099
36 C -0.93 3.07 -5.52  C15 1.512, H75 1.087, H118 1.090, H131 1.087
37 C -0.89 -4.35 1.82  C18 1.547, C30 1.533, H90 1.095, H103 1.095
38 C -5.57 4.01 -2.11  O8 1.206, O12 1.347, C40 1.509
39 C -8.59 4.54 -8.63  C54 1.514, H59 1.087, H72 1.086, H85 1.090
40 C -4.12 4.04 -1.70  C38 1.509, H69 1.087, H106 1.086, H127 1.090
41 C 5.27 -7.04 -0.40  C21 1.544, C25 1.532, H60 1.095, H109 1.094
42 C -6.33 3.80 0.21  O12 1.438, C19 1.508, H67 1.088, H141 1.089
43 C -9.06 3.80 -5.42  C26 1.513, H104 1.090, H108 1.091, H129 1.090
44 C 1.40 2.11 -1.18  Si2 1.905, H79 1.092, H99 1.097, H102 1.097
45 C -0.99 3.26 0.34  Si2 1.904, H101 1.093, H105 1.095, H113 1.094
46 C 2.47 3.69 2.95  P1 1.990, C23 1.197
47 C -3.37 2.42 4.47  C22 1.504, H62 1.086, H91 1.090, H139 1.085
48 C -4.91 3.30 7.28  C31 1.515, H76 1.090, H94 1.091, H125 1.090
49 C 1.78 1.33 4.18  P1 1.936, N14 1.489, H73 1.091, H84 1.095
50 C 1.97 -8.12 1.46  C32 1.535, C33 1.546, H58 1.097, H80 1.095
51 C 10.90 -5.36 -0.10  O6 1.431, C17 1.514, H114 1.089, H122 1.091
52 C 0.01 5.41 -4.11  O7 1.428, C27 1.515, H121 1.091, H124 1.089
53 C 3.14 1.38 1.68  P1 1.945, C35 1.521, H133 1.100, H136 1.097
54 C -7.84 3.26 -8.36  O4 1.202, O10 1.341, C39 1.514
55 C -0.05 -6.77 2.32  C18 1.545, C33 1.539, H66 1.096, H119 1.094
56 H 2.67 4.84 0.12  C20 1.093
57 H 10.32 -6.85 -2.11  C16 1.087
58 H 2.33 -7.64 2.38  C50 1.097
59 H -8.33 4.88 -9.63  C39 1.087
60 H 5.07 -5.96 -0.37  C41 1.095
61 H -0.31 -1.69 0.75  C24 1.093
62 H -2.86 1.98 3.61  C47 1.086
63 H 0.59 0.35 5.54  N14 1.013
64 H 4.48 -7.18 1.58  C25 1.097
65 H -4.76 1.30 6.44  C31 1.090
66 H 0.38 -7.03 3.29  C55 1.096
67 H -7.29 3.45 0.58  C42 1.088
68 H 0.64 -1.01 3.41  C34 1.097
69 H -3.55 3.49 -2.44  C40 1.087
70 H 0.31 -7.38 0.29  C33 1.097
71 H 1.20 5.20 -0.84  C20 1.100
72 H -8.37 5.34 -7.92  C39 1.086
73 H 2.32 0.39 4.18  C49 1.091
74 H 2.59 -6.56 0.11  C32 1.096
75 H -0.78 2.01 -5.72  C36 1.087
76 H -3.97 3.68 6.88  C48 1.090
77 H 5.89 -8.30 -2.05  C21 1.094
78 H -0.12 -8.71 1.35  C33 1.093
79 H 1.63 1.06 -1.00  C44 1.092
80 H 2.12 -9.20 1.59  C50 1.095
81 H 5.57 0.83 1.17  O13 0.962
82 H -0.18 -3.12 3.43  C30 1.098
83 H 9.28 -4.60 -1.33  C17 1.090
84 H 2.38 2.07 4.72  C49 1.095
85 H -9.66 4.33 -8.60  C39 1.090
86 H -6.39 1.79 6.85  C31 1.089
87 H 0.26 2.69 2.98  P1 1.477
88 H 5.23 -6.74 -2.55  C21 1.091
89 H 2.01 -0.99 2.32  C34 1.094
90 H -1.13 -4.23 0.76  C37 1.095
91 H -2.95 3.41 4.65  C47 1.090
92 H -0.23 7.13 -5.37  C27 1.091
93 H 4.32 1.93 3.43  C35 1.088
94 H -4.75 2.97 8.31  C48 1.091
95 H 2.61 -8.19 -0.59  C32 1.095
96 H -5.74 4.73 2.01  C19 1.086
97 H 0.88 -5.30 1.04  C18 1.096
98 H -1.62 6.80 -4.32  C27 1.090
99 H 2.27 2.57 -1.65  C44 1.097
100 H -1.59 -2.45 2.63  C30 1.097
101 H -1.28 3.90 -0.49  C45 1.093
102 H 0.58 2.15 -1.91  C44 1.097
103 H -1.76 -4.80 2.32  C37 1.095
104 H -9.31 2.78 -5.11  C43 1.090
105 H -1.31 3.68 1.30  C45 1.095
106 H -3.91 3.59 -0.73  C40 1.086
107 H 4.30 0.19 3.06  C35 1.099
108 H -9.81 4.13 -6.14  C43 1.091
109 H 6.31 -7.17 -0.09  C41 1.094
110 H 0.98 -4.90 2.74  C18 1.095
111 H -0.56 0.64 2.32  C29 1.098
112 H 9.50 -8.40 -1.99  C16 1.087
113 H -1.45 2.27 0.24  C45 1.094
114 H 11.59 -4.99 0.65  C51 1.089
115 H -6.60 5.82 0.90  C19 1.092
116 H 0.27 1.94 5.43  N14 1.011
117 H 1.22 5.50 0.90  C20 1.093
118 H -1.84 3.39 -6.02  C36 1.090
119 H -1.13 -6.88 2.42  C55 1.094
120 H -1.34 5.81 -5.76  C27 1.090
121 H 0.81 4.95 -4.69  C52 1.091
122 H 11.51 -5.76 -0.92  C51 1.091
123 H -4.92 5.39 0.60  C19 1.090
124 H 0.48 5.96 -3.30  C52 1.089
125 H -5.63 4.12 7.28  C48 1.090
126 H 9.42 -3.85 0.27  C17 1.089
127 H -3.78 5.07 -1.69  C40 1.090
128 H 4.63 -8.75 0.79  C25 1.097
129 H -9.11 4.45 -4.54  C43 1.090
130 H 1.08 -2.73 1.20  C24 1.096
131 H -0.09 3.62 -5.94  C36 1.087
132 H 8.56 -6.91 -1.88  C16 1.090
133 H 3.46 2.13 0.94  C53 1.100
134 H 4.15 -8.03 -1.99  C21 1.090
135 H -7.36 4.84 -6.29  C26 1.090
136 H 2.99 0.44 1.13  C53 1.097
137 H 0.31 0.45 0.81  C29 1.098
138 H -6.95 3.49 -5.25  C26 1.086
139 H -3.17 1.79 5.33  C47 1.085
140 H 10.58 -3.44 -1.00  C17 1.090
141 H -5.62 2.97 0.33  C42 1.089
142 H 3.75 5.47 3.52  C23 1.072